[1]
2 unconnected molecules or ions with the total composition C4H12N2O2. Source: OMol25; level of theory: ωB97M-V with the def2-TZVPD basis set.

Each line ends with the Löwdin charge.
Positions of all 20 atoms, in Å:
C1 -1.688 -1.122 1.240  -0.128
C2 -1.074 1.546 -1.363  -0.017
C3 -0.770 0.183 -0.863  -0.357
O1 -1.329 0.129 0.696  -0.246
N1 -0.343 -0.798 -1.473  0.188
H1 -0.053 -1.609 -0.930  0.059
H2 -2.740 -1.080 1.528  0.083
H3 -1.080 -1.339 2.123  0.086
H4 -1.547 -1.969 0.562  0.074
H5 -0.207 1.928 -1.902  0.094
H6 -1.317 2.220 -0.548  0.085
H7 -1.937 1.476 -2.026  0.093
C4 1.300 0.928 0.669  -0.166
N2 2.163 -1.133 -0.006  0.012
O2 2.128 0.286 -0.288  -0.270
H8 3.082 -1.271 0.424  0.084
H9 2.181 -1.599 -0.915  0.074
H10 0.111 0.517 0.890  0.102
H11 1.434 1.998 0.506  0.082
H12 1.687 0.709 1.676  0.067

Calculated values
LUMO energy, Eh: 0.0376
SMILES: [H]/N=C(/C)OC.CON
Molecular weight, g/mol: 120.2

=====

[2]
2 unconnected molecules or ions with the total composition C4H12N2O2. Source: OMol25; level of theory: ωB97M-V with the def2-TZVPD basis set.

Each line ends with the Löwdin charge.
Positions of all 20 atoms, in Å:
C1 -1.676 0.003 0.914  -0.169
N1 -2.289 0.257 -0.432  -0.115
C2 -1.607 -0.195 -1.754  -0.061
O1 1.806 -2.244 -0.185  -0.128
C3 -0.015 -0.029 0.891  -0.167
N2 0.805 1.157 0.422  0.018
C4 2.236 0.797 0.684  -0.286
O2 2.886 0.351 -0.493  -0.112
H1 -2.174 0.815 1.517  0.116
H2 -1.835 -1.013 1.371  0.100
H3 -3.277 0.306 -0.343  0.071
H4 -1.765 0.507 -2.474  0.032
H5 -1.906 -1.206 -1.993  0.073
H6 -0.550 -0.105 -1.796  0.047
H7 0.327 -0.281 1.893  0.098
H8 0.311 -1.019 0.433  0.082
H9 0.834 1.191 -0.580  0.084
H10 2.204 -0.196 1.268  0.120
H11 2.787 1.619 1.070  0.106
H12 2.896 -0.713 -0.415  0.092

Calculated values
LUMO energy, Eh: -0.1507
Molecular weight, g/mol: 120.2

=====

[3]
2 unconnected molecules or ions with the total composition C4H12N2O2. Source: OMol25; level of theory: ωB97M-V with the def2-TZVPD basis set.

Each line ends with the Löwdin charge.
Positions of all 20 atoms, in Å:
C1 1.124 -0.958 0.953  -0.096
N1 0.934 -0.061 -0.181  -0.258
C2 2.149 -0.138 -1.049  -0.087
C3 -0.268 -0.327 -0.971  -0.126
C4 -1.260 0.732 -0.423  -0.465
N2 -1.176 2.025 -0.952  0.153
O1 -2.093 0.556 0.444  0.026
H1 0.205 -1.061 1.552  0.086
H2 1.339 -1.986 0.638  0.078
H3 2.045 -0.655 1.466  0.091
H4 2.968 0.473 -0.702  0.080
H5 1.870 0.317 -2.002  0.068
H6 2.359 -1.162 -1.354  0.084
H7 -0.652 -1.340 -0.748  0.129
H8 -0.220 -0.247 -2.051  0.113
H9 -1.724 2.783 -0.600  0.099
H10 -0.485 2.171 -1.670  0.089
H11 -2.754 -0.828 2.075  0.017
H12 -1.946 0.251 2.636  0.015
O2 -2.416 -0.544 2.940  -0.094

Calculated values
LUMO energy, Eh: 0.0256
SMILES: CN(C)CC(N)=O.O
Molecular weight, g/mol: 120.2

=====

[4]
2 unconnected molecules or ions with the total composition C4H12N2O2. Source: OMol25; level of theory: ωB97M-V with the def2-TZVPD basis set.

Each line ends with the Löwdin charge.
Positions of all 20 atoms, in Å:
O1 1.499 -0.487 1.058  0.172
C1 1.539 0.324 0.207  -0.207
C2 0.629 1.590 0.125  -0.289
C3 -0.048 1.773 1.470  -0.026
N1 -0.387 1.439 -0.901  0.144
C4 -0.134 0.757 -2.169  -0.227
N2 0.051 -0.639 -1.941  0.137
H1 2.387 0.305 -0.517  0.159
H2 1.246 2.434 -0.163  0.163
H3 -0.509 0.863 1.804  0.089
H4 0.650 2.131 2.211  0.102
H5 -0.879 2.494 1.464  0.107
H6 -1.229 1.062 -0.465  0.159
H7 0.702 1.238 -2.687  0.150
H8 -0.955 0.898 -2.874  0.138
H9 -0.545 -1.041 -1.227  0.119
H10 0.964 -1.063 -2.005  0.110
H11 -2.185 -4.029 0.984  0.025
H12 -2.737 -4.347 2.382  0.044
O2 -2.270 -3.670 1.872  -0.069

Calculated values
LUMO energy (spin up / spin down), Eh: -0.1346 / -0.2999
Multiplicity: 2
Charge: +1
Molecular weight, g/mol: 120.2

=====

[5]
A gas-phase ion, C4H12N2O2 (charge +2). Source: OMol25; level of theory: ωB97M-V with the def2-TZVPD basis set.

Each line ends with the Löwdin charge.
Positions of all 20 atoms, in Å:
O1 -0.097 -0.170 -2.339  0.191
C1 -0.455 0.467 -1.398  -0.504
O2 -1.700 0.772 -1.041  0.154
C2 0.533 0.933 -0.334  -0.180
C3 0.784 -0.177 0.708  -0.074
C4 -0.500 -0.505 1.496  -0.105
N1 -1.289 -1.664 0.961  0.222
N2 1.828 1.193 -1.054  0.256
H1 -2.323 0.714 -1.793  0.178
H2 0.242 1.843 0.189  0.179
H3 1.491 0.176 1.445  0.141
H4 1.047 -1.052 0.125  0.139
H5 -1.213 0.295 1.621  0.143
H6 -0.232 -0.741 2.527  0.151
H7 -1.966 -1.971 1.669  0.192
H8 -1.876 -1.418 0.163  0.164
H9 -0.778 -2.520 0.764  0.184
H10 2.076 0.435 -1.697  0.183
H11 1.828 2.056 -1.612  0.200
H12 2.600 1.336 -0.400  0.187

Calculated values
LUMO energy, Eh: -0.2505
SMILES: [NH3+]CC[C@@H]([NH3+])C(=O)O
Charge: +2
Molecular weight, g/mol: 120.2

=====

[6]
A gas-phase ion, C4H12N2O2 (charge +2). Source: OMol25; level of theory: ωB97M-V with the def2-TZVPD basis set.

Each line ends with the Löwdin charge.
Positions of all 20 atoms, in Å:
O1 0.534 -0.938 -2.207  0.202
C1 0.939 -0.503 -1.177  -0.496
O2 1.784 0.521 -0.999  0.138
C2 0.474 -0.993 0.194  -0.168
C3 -0.728 -0.169 0.693  -0.103
C4 -0.462 1.273 1.056  -0.086
N1 -0.621 2.251 -0.111  0.218
N2 0.027 -2.420 -0.017  0.251
H1 2.310 0.724 -1.798  0.177
H2 1.289 -1.025 0.898  0.175
H3 -1.062 -0.628 1.629  0.146
H4 -1.600 -0.349 0.060  0.149
H5 0.548 1.486 1.391  0.149
H6 -1.181 1.602 1.782  0.143
H7 -0.579 3.210 0.246  0.185
H8 0.118 2.179 -0.815  0.156
H9 -1.546 2.182 -0.546  0.184
H10 -0.808 -2.482 -0.613  0.187
H11 0.752 -2.965 -0.500  0.195
H12 -0.187 -2.955 0.834  0.197

Calculated values
LUMO energy, Eh: -0.2504
SMILES: [NH3+]CC[C@@H]([NH3+])C(=O)O
Charge: +2
Molecular weight, g/mol: 120.2

=====

The strongest force on any atom results, record by record, are as follows: 4.26 4.22 2.53 1.84 1.98 1.36 eV/Å.
The E_tot results, record by record, are as follows: -11413.1318 -11408.5546 -11417.3917 -11408.3804 -11401.4421 -11401.5470 eV.
The energy relative to the best compared isomer or geometry (same formula, charge and spin) results, record by record, are as follows: 587.1 1028.7 176.1 215.2 17.5 7.4 kJ/mol.